A cluster of 2 separate species, C43H51N2O2SSi in total, computed with ωB97M-V with the def2-TZVPD basis set.

CARTESIAN COORDINATES (ANGSTROEM)
C 2.818 -0.838 1.018
O 1.713 -1.768 1.101
C 1.711 -2.862 0.206
C 0.506 -3.688 0.460
C 0.091 -4.625 -0.495
C -1.134 -5.269 -0.335
C -1.911 -4.998 0.800
C -1.541 -3.991 1.698
C -0.285 -3.394 1.589
C 2.974 -3.592 0.194
N 3.360 -4.452 1.198
C 2.404 -5.215 2.022
C 4.725 -4.584 1.342
C 5.301 -5.453 2.427
C 5.413 -3.857 0.427
C 6.888 -3.721 0.394
S 4.377 -3.067 -0.700
H 3.561 -1.169 1.765
H 3.272 -0.807 -0.004
H 2.408 0.155 1.284
H 0.756 -4.820 -1.342
H -1.468 -5.988 -1.083
H -2.863 -5.516 0.942
H -2.195 -3.666 2.516
H 0.102 -2.718 2.359
H 2.922 -6.029 2.540
H 1.929 -4.587 2.794
H 1.648 -5.677 1.374
H 6.401 -5.381 2.459
H 4.942 -5.182 3.436
H 5.079 -6.525 2.285
H 7.381 -4.699 0.430
H 7.246 -3.204 -0.498
H 7.252 -3.162 1.267
C -0.298 6.593 0.497
Si -1.688 5.748 1.388
C -1.635 5.907 3.247
C -3.311 6.290 0.679
O -1.481 4.125 1.192
C -1.430 3.016 0.324
C -2.792 2.294 0.349
C -3.677 2.448 1.415
C -4.928 1.833 1.366
C -5.274 1.039 0.269
C -4.355 0.825 -0.764
C -3.126 1.476 -0.737
C -1.076 3.556 -1.077
C -2.110 4.142 -1.807
C -1.825 4.867 -2.969
C -0.500 5.007 -3.388
C 0.525 4.376 -2.684
C 0.246 3.653 -1.515
C -0.393 2.052 0.996
C -0.683 1.910 2.509
C -1.431 0.594 2.692
C -1.204 -0.206 1.400
N -0.479 0.679 0.499
C -0.009 0.208 -0.674
C 0.217 -1.163 -0.798
C 1.108 -1.903 -1.623
C 0.637 -2.198 -3.000
C 1.500 -2.745 -3.987
C 1.142 -2.818 -5.340
C -0.090 -2.329 -5.785
C -1.013 -1.891 -4.831
C -0.682 -1.906 -3.462
H -0.238 7.643 0.820
H 0.662 6.106 0.710
H -0.455 6.573 -0.590
H -1.673 6.968 3.537
H -2.489 5.390 3.713
H -0.710 5.467 3.652
H -3.618 7.220 1.182
H -3.219 6.501 -0.395
H -4.105 5.545 0.818
H -3.394 3.069 2.270
H -5.618 1.976 2.199
H -6.274 0.599 0.220
H -4.585 0.159 -1.602
H -2.421 1.368 -1.567
H -3.139 4.057 -1.452
H -2.645 5.317 -3.527
H -0.270 5.610 -4.272
H 1.561 4.445 -3.021
H 1.054 3.206 -0.935
H 0.624 2.448 0.836
H 0.294 1.864 3.012
H -1.221 2.767 2.909
H -1.030 0.026 3.541
H -2.505 0.745 2.843
H -0.606 -1.091 1.626
H -2.148 -0.556 0.938
H 0.225 0.923 -1.487
H -0.442 -1.776 -0.173
H 2.213 -1.821 -1.565
H 2.481 -3.103 -3.658
H 1.841 -3.247 -6.059
H -0.339 -2.353 -6.845
H -1.991 -1.537 -5.170
H -1.486 -1.641 -2.760

The value obtained for the gap between HOMO and LUMO is 5.43 eV. The HOMO energy comes out at -9.127 eV. For the lowest unoccupied orbital energy, the calculation gives -3.701 eV. The total charge is +1.


A cluster of 2 separate species, C13H24BNO7PS in total, computed with ωB97M-V with the def2-TZVPD basis set.

CARTESIAN COORDINATES (ANGSTROEM)
C -2.120 4.095 -3.455
C -0.511 4.407 -3.401
C -0.009 3.810 -1.993
C -0.077 2.246 -1.786
C 0.363 1.596 -0.423
C 0.255 0.017 -0.221
P -0.601 -0.915 -1.614
O -1.990 -0.349 -1.999
O -0.896 -2.525 -1.055
O 0.432 -0.929 -2.982
N 0.861 2.456 0.651
C 1.312 1.949 1.988
B 2.879 2.294 2.342
O 3.100 3.403 3.270
O 4.019 1.597 1.816
C 0.923 3.910 0.486
C 0.529 4.658 -0.803
S 0.684 6.486 -0.945
H -2.461 3.743 -2.424
H -2.349 3.279 -4.219
H -2.675 5.052 -3.747
H -0.378 5.540 -3.415
H -0.005 3.909 -4.304
H -0.450 1.653 -2.679
H 1.300 -0.405 -0.022
H -0.366 -0.181 0.736
H -1.835 -2.557 -0.744
H 0.038 -0.323 -3.661
H 1.164 0.828 2.146
H 0.645 2.471 2.778
H 3.155 4.253 2.771
H 3.710 0.698 1.542
H 1.293 4.555 1.367
H 1.201 6.683 -2.231
O 0.112 -2.909 1.566
C -0.240 -4.070 1.536
O -1.482 -4.407 1.926
C -2.053 -5.717 1.778
C -1.630 -6.626 2.916
C 0.723 -5.152 1.147
H -1.819 -6.136 0.796
H -3.136 -5.587 1.810
H -0.547 -6.769 2.940
H -2.104 -7.605 2.824
H -1.911 -6.188 3.877
H 1.358 -5.389 2.002
H 1.341 -4.786 0.325
H 0.247 -6.061 0.787

The value obtained for the gap between HOMO and LUMO is 8.11 eV. The HOMO energy comes out at -12.593 eV. For the lowest unoccupied orbital energy, the calculation gives -4.484 eV. The total charge is +1.


The molecule C6H8O2, computed with ωB97M-V with the def2-TZVPD basis set.

CARTESIAN COORDINATES (ANGSTROEM)
C 1.180 0.027 -0.402
C 0.658 1.473 -0.521
C -0.659 1.534 -0.142
C -1.282 0.115 -0.317
C -1.140 -0.587 0.934
C -0.056 -0.736 -0.245
H 1.640 -0.737 1.386
H 1.691 -0.086 -1.422
H 1.456 2.262 -0.552
H -1.439 2.418 0.262
H -2.106 0.013 -1.167
H -2.042 -1.328 1.042
H -0.811 0.130 1.749
H 0.784 -2.306 -0.379
O 2.208 -0.266 0.548
O -0.083 -1.923 -0.773

The value obtained for the gap between HOMO and LUMO is 9.82 eV. As for the SMILES: O[C@@H]1C=C[C@@H]2C[C@]12O. The HOMO energy comes out at -9.102 eV. For the lowest unoccupied orbital energy, the calculation gives 0.723 eV.


The molecule C5H11N, computed with ωB97M-V with the def2-TZVPD basis set.

CARTESIAN COORDINATES (ANGSTROEM)
C -1.269 1.264 -0.158
C -1.312 -0.522 -0.221
N -0.030 -0.871 0.319
C 0.492 -2.061 0.554
C 0.692 0.270 0.608
C 1.494 0.798 -0.541
H -2.031 1.455 -0.897
H -1.643 1.542 0.839
H -0.485 2.034 -0.362
H -2.088 -0.581 0.546
H -1.609 -1.268 -1.014
H -0.119 -2.943 0.715
H 1.574 -2.142 0.554
H 1.157 0.279 1.579
H 2.414 0.192 -0.616
H 1.787 1.844 -0.400
H 0.977 0.709 -1.506

The value obtained for the gap between HOMO and LUMO (spin up / spin down) is 7.24 / 7.88 eV. The HOMO energy (spin up / spin down) comes out at -6.366 / -6.938 eV. For the lowest unoccupied orbital energy (spin up / spin down), the calculation gives 0.878 / 0.941 eV.